Molecular formula: C4H4S2
Method: DFT, ωB97M-V/def2-TZVPD

Properties
* energy above the lowest of the compared OMol25 structures with the same formula, charge and spin: 484.3 kJ/mol
* gap between HOMO and LUMO: 8.331 eV
* spin multiplicity: 1
* E_HOMO: -9.05 eV
* LUMO energy: -0.715 eV
* SMILES string: C#C[C@H](S)C=S

Geometry (Å):
C  -1.441  1.863  0.129
C  -0.546  0.879  -0.390
C  -0.103  -0.579  -0.286
S  -0.720  -1.251  1.249
C  1.399  -0.652  -0.502
S  2.060  -1.745  -1.465
H  -1.956  2.918  0.228
H  -0.804  -1.169  -0.833
H  0.061  -0.405  1.949
H  2.049  0.141  -0.078